Entry 1:
The following is a quantum chemistry calculation of C5H6O2 in the gas phase, from the OMol25 dataset.

Last column: natural (NBO) charge in e.
Positions of all 13 atoms, in Å:
C -0.8181 0.1460 0.9759  -0.558
C -0.3471 -1.0808 0.3821  0.203
O -1.3999 0.3570 -1.2567  -0.711
C -0.5523 0.9393 -0.4323  0.154
C 0.9282 0.4909 -0.6551  0.127
O 1.7187 0.1755 0.4551  -0.448
C 0.9943 -0.9154 -0.1425  -0.086
H -1.8764 0.1893 1.2121  0.247
H -0.1549 0.5196 1.7612  0.262
H -0.9278 -1.9833 0.2371  0.231
H -0.6002 2.0494 -0.3787  0.151
H 1.4638 0.8156 -1.5457  0.202
H 1.5715 -1.7031 -0.6127  0.226

Calculated values
- HOMO (alpha / beta): -0.307 / -0.314 hartree
- Gap between HOMO and LUMO (alpha / beta): 6.881 / 7.362 eV
- LUMO (alpha / beta): -1.47 / -1.18 eV

Entry 2:
The following is a quantum chemistry calculation of C3H8O2 in the gas phase, from the OMol25 dataset.

Last column: natural (NBO) charge in e.
Positions of all 13 atoms, in Å:
C -1.5245 0.2420 0.3473  -0.622
C -0.2881 -0.4080 -0.2264  0.070
O -0.3638 -0.4210 -1.6342  -0.714
C 0.9192 0.3675 0.2346  -0.087
O 2.1032 -0.1643 -0.3431  -0.722
H -1.6021 1.2647 -0.0358  0.213
H -1.4531 0.2821 1.4412  0.208
H -2.4210 -0.3109 0.0691  0.223
H -0.1770 -1.4397 0.1582  0.150
H 0.5196 -0.6710 -1.9446  0.480
H 0.8604 1.4457 0.0630  0.176
H 1.0339 0.2053 1.3294  0.148
H 2.3931 -0.3926 0.5413  0.476

Calculated values
- HOMO: -0.373 hartree
- SMILES: C[C@@H](O)CO
- Gap between HOMO and LUMO: 10.921 eV
- LUMO: 0.77 eV

Entry 3:
The following is a quantum chemistry calculation of a molecular structure, C31H27N4O4W, from the OMol25 dataset.

Last column: natural (NBO) charge in e.
Positions of all 67 atoms, in Å:
W -1.2097 -2.5095 0.8761  1.382
C -0.1220 -6.1906 3.0818  -0.708
C -0.9349 -4.9721 2.7471  0.606
O -0.4675 -4.2194 1.8596  -0.632
C -2.1600 -4.6911 3.4553  -0.296
C -2.4883 -5.4402 4.6050  -0.122
C -3.5762 -5.1310 5.3774  -0.253
C -4.3888 -4.0512 5.0154  -0.133
C -4.1165 -3.3174 3.8868  -0.267
C -3.0120 -3.6156 3.0715  0.401
O -2.8420 -2.9153 1.9658  -0.741
H 0.6832 -6.2821 2.3574  0.243
H -0.7377 -7.0889 3.0602  0.245
H 0.3099 -6.1005 4.0795  0.249
H -1.8596 -6.2717 4.8916  0.219
H -3.8027 -5.7117 6.2606  0.229
H -5.2424 -3.7937 5.6290  0.227
H -4.7511 -2.4936 3.5869  0.228
C 3.4666 9.6613 -3.4215  -0.257
O 4.1911 8.6057 -2.8120  -0.475
C 3.5261 7.4857 -2.4831  0.335
C 2.1655 7.2839 -2.6977  -0.330
C 1.5812 6.0858 -2.3235  -0.097
C 2.3274 5.0702 -1.7329  -0.174
C 3.6942 5.2875 -1.5188  -0.133
C 4.2831 6.4726 -1.8856  -0.251
C 1.7395 3.8018 -1.3262  0.406
N 2.3944 2.8089 -0.7637  -0.459
C 1.4746 1.8301 -0.5460  0.108
C 0.2214 2.2264 -0.9916  0.153
N 0.4117 3.4907 -1.4804  -0.525
C -0.9446 1.4220 -0.8706  -0.068
C -2.2430 1.7722 -1.2548  -0.156
C -3.2742 0.8898 -1.0032  -0.228
C -3.0135 -0.3196 -0.3759  0.048
N -1.7828 -0.6990 -0.0180  -0.463
C -0.7511 0.1567 -0.2758  0.131
C 0.5423 -0.2907 0.1160  0.209
N 0.5994 -1.5642 0.6220  -0.508
C 1.7951 -2.0124 1.0463  0.045
C 2.9436 -1.2423 1.0002  -0.234
C 2.8971 0.0434 0.4889  -0.125
C 1.6736 0.5375 0.0311  -0.063
H 4.1877 10.4521 -3.6031  0.211
H 2.6815 10.0361 -2.7606  0.181
H 3.0303 9.3439 -4.3714  0.181
H 1.5566 8.0535 -3.1506  0.227
H 0.5198 5.9618 -2.5047  0.185
H 4.2773 4.5025 -1.0575  0.238
H 5.3372 6.6541 -1.7222  0.235
H -0.2869 4.0829 -1.8915  0.422
H -2.4389 2.7228 -1.7334  0.222
H -4.2900 1.1310 -1.2816  0.240
H -3.8100 -1.0129 -0.1385  0.220
H 1.8133 -3.0303 1.4125  0.221
H 3.8728 -1.6608 1.3594  0.238
H 3.7777 0.6682 0.4304  0.246
C 0.2073 -3.9241 -2.8724  -0.265
O -0.1066 -3.1926 -1.6784  -0.506
C -1.1360 -3.4948 -0.8814  0.172
C -2.1246 -4.5515 -1.2803  -0.729
H 0.3241 -4.9869 -2.6620  0.187
H 1.1495 -3.5154 -3.2228  0.210
H -0.5568 -3.7735 -3.6352  0.187
H -1.9605 -4.9497 -2.2805  0.230
H -3.1351 -4.1429 -1.2350  0.244
H -2.0898 -5.3819 -0.5696  0.238

Calculated values
- HOMO (alpha / beta): -0.330 / -0.338 hartree
- Charge: +1
- Gap between HOMO and LUMO (alpha / beta): 6.159 / 5.785 eV
- Multiplicity: 3
- LUMO (alpha / beta): -2.83 / -3.43 eV

Entry 4:
The following is a quantum chemistry calculation of C2H3N3O2 in the gas phase, from the OMol25 dataset.

Last column: natural (NBO) charge in e.
Positions of all 10 atoms, in Å:
O 2.2333 -0.0574 -0.0917  -0.570
C 1.0418 0.0741 0.0105  0.751
N 0.2465 1.2264 -0.1048  -0.487
N -1.0936 1.1834 0.1231  -0.309
C -1.6627 0.0605 -0.0294  0.348
O -1.1373 -1.1452 -0.1882  -0.356
N 0.2864 -1.1814 0.3127  -0.370
H 0.7768 2.1083 0.1990  0.417
H -2.7153 0.0071 -0.0123  0.187
H 0.8207 -1.9021 -0.1506  0.390

Calculated values
- HOMO: -0.344 hartree
- SMILES: O=C1NN=CON1
- Gap between HOMO and LUMO: 10.108 eV
- LUMO: 0.74 eV

Entry 5:
The following is a quantum chemistry calculation of 5 unconnected molecules or ions with the total composition C49H60BrN4O15, from the OMol25 dataset.

Last column: Mulliken charge in e.
Positions of all 129 atoms, in Å:
C -2.7709 1.0674 3.7672  -0.782
C -2.0643 2.0412 2.7858  -0.644
N -1.1201 1.3110 1.9524  0.925
C 0.0254 1.9816 1.3428  0.585
C 0.0168 3.4964 1.4678  -2.059
C -1.2013 4.2597 0.9180  -1.974
O -2.0187 3.4548 0.0451  -0.116
C -3.2961 3.9190 -0.0661  -0.050
O -3.5770 5.0609 -0.3393  -0.492
C 0.0946 1.5095 -0.1684  1.274
C 0.6339 2.6072 -1.1079  -0.783
C 0.3926 2.3510 -2.5972  -1.676
C 0.7518 0.1292 -0.4271  0.687
N 2.0544 0.3752 -1.0274  -0.327
C 0.0156 -0.7834 -1.4140  -0.654
C -1.2135 -0.4830 -1.9872  -0.475
C -1.7486 -1.4195 -2.8583  -1.251
C -1.0650 -2.5896 -3.1098  -0.217
N 0.1031 -2.9325 -2.5486  -0.661
C 0.5885 -2.0055 -1.7199  -0.307
N 0.9975 -0.6970 0.8513  0.544
C -0.1440 -1.5616 1.3041  -1.158
O -0.3005 -1.5380 2.6834  -0.193
C -0.9508 -2.7098 3.1509  -0.870
C -2.4485 -2.6553 3.0794  -0.671
O -2.8805 -2.3280 1.7699  -0.153
C -4.2377 -2.6263 1.5361  -0.803
C -5.1511 -1.4763 1.8878  -0.077
O -6.4301 -1.7462 1.3518  -0.376
C -7.3394 -0.7002 1.5974  -0.141
C -8.7262 -1.2533 1.8277  -1.286
C 1.7613 0.0632 1.8753  -2.488
C 1.2715 1.4799 2.2038  1.045
Br 0.8048 1.4435 4.1307  -0.014
C 2.5013 2.3722 2.2066  -1.662
O 2.9414 2.5909 0.8825  0.090
O 3.7097 3.7980 0.9155  -0.597
H -2.7598 1.4922 4.7641  0.310
H -3.7955 0.9069 3.4634  0.269
H -2.1941 0.1518 3.7896  0.000
H -2.8552 2.5006 2.1974  0.048
H -1.6020 2.8040 3.3943  0.556
H -1.6299 0.7010 1.3331  -0.038
H 0.8797 3.9428 0.9950  0.175
H 0.1122 3.7377 2.5217  1.054
H -0.8795 5.1419 0.3757  0.521
H -1.7971 4.6324 1.7451  0.667
H -4.0672 3.1548 0.0901  0.435
H -0.9551 1.5095 -0.4220  1.272
H 0.1022 3.5340 -0.9371  0.660
H 1.6820 2.8104 -0.9488  -0.169
H 0.6970 3.2382 -3.1421  0.561
H 0.9534 1.5054 -2.9743  0.195
H -0.6627 2.1897 -2.7927  0.293
H 2.6015 -0.4592 -1.1948  0.440
H 2.6274 1.0390 -0.5155  0.173
H -1.7260 0.4401 -1.7922  0.657
H -2.6975 -1.2490 -3.3363  0.492
H -1.5040 -3.2917 -3.8070  0.427
H 1.5500 -2.2621 -1.2758  0.350
H 1.6817 -1.3837 0.5466  0.818
H 0.0623 -2.5828 0.9868  0.911
H -1.0829 -1.2893 0.8292  0.471
H -0.6180 -3.6222 2.6498  0.400
H -0.6794 -2.8222 4.1949  0.402
H -2.8039 -3.6493 3.3527  0.740
H -2.8651 -1.9808 3.8267  0.231
H -4.3687 -2.8420 0.4797  0.383
H -4.5627 -3.5164 2.0766  0.268
H -5.2536 -1.3607 2.9677  0.376
H -4.7642 -0.5577 1.4370  0.146
H -7.0571 -0.1239 2.4796  0.268
H -7.3788 -0.0006 0.7577  0.295
H -8.9992 -1.9802 1.0716  0.310
H -9.4591 -0.4533 1.7860  0.397
H -8.7961 -1.6746 2.8243  0.295
H 1.9351 -0.5254 2.7611  0.703
H 2.7516 0.1721 1.4447  0.749
H 3.2935 1.8764 2.7749  0.572
H 2.3438 3.3160 2.7110  0.411
H 3.5898 4.1086 -0.0049  0.434
C 4.9053 3.8595 -2.9994  -0.377
C 5.5168 3.9682 -4.1763  -0.382
C 4.8951 4.7221 -5.2956  0.215
O 5.4464 4.8227 -6.3673  -0.533
C 3.5683 5.3481 -5.0536  -0.503
C 2.9592 5.2348 -3.8776  -0.370
C 3.5846 4.4838 -2.7683  0.457
O 3.0184 4.3871 -1.6894  -0.563
H 5.3366 3.3193 -2.1710  0.603
H 6.4802 3.5236 -4.3734  0.404
H 3.1353 5.8935 -5.8823  0.431
H 1.9933 5.6812 -3.6768  0.503
C -1.5243 -3.4938 9.1621  -0.365
C -2.0310 -3.3668 7.9390  -0.297
C -2.0015 -4.4923 6.9742  0.403
O -2.4620 -4.3743 5.8554  -0.502
C -1.3899 -5.7664 7.4218  -0.359
C -0.8825 -5.8960 8.6445  -0.376
C -0.9095 -4.7696 9.6130  0.311
O -0.4494 -4.8852 10.7252  -0.522
H -1.5345 -2.6859 9.8824  0.414
H -2.4847 -2.4471 7.5913  0.463
H -1.3820 -6.5743 6.7012  0.425
H -0.4310 -6.8164 8.9917  0.407
C -2.1324 -4.8939 -7.7417  -0.380
C -2.1711 -4.6679 -6.4317  -0.298
C -3.3892 -4.1266 -5.7814  0.608
O -3.4244 -3.9172 -4.5831  -0.572
C -4.5632 -3.8491 -6.6419  -0.426
C -4.5269 -4.0743 -7.9524  -0.352
C -3.3081 -4.6153 -8.6072  0.312
O -3.2727 -4.8219 -9.7980  -0.521
H -1.2548 -5.2881 -8.2377  0.418
H -1.3254 -4.8673 -5.7850  0.406
H -5.4410 -3.4568 -6.1443  0.417
H -5.3723 -3.8783 -8.5992  0.411
C 9.7006 3.0758 -2.9952  -0.196
C 10.8858 2.5414 -3.2763  -0.381
C 11.1119 1.0760 -3.1803  0.312
O 12.1881 0.5871 -3.4330  -0.522
C 9.9623 0.2324 -2.7603  -0.387
C 8.7786 0.7699 -2.4801  -0.382
C 8.5573 2.2318 -2.5767  0.306
O 7.4734 2.7239 -2.3231  -0.439
H 9.5145 4.1406 -3.0575  0.441
H 11.7341 3.1388 -3.5843  0.409
H 10.1471 -0.8323 -2.6975  0.403
H 7.9288 0.1741 -2.1722  0.408

Calculated values
- HOMO: -0.411 hartree
- Charge: +1
- Gap between HOMO and LUMO: 7.649 eV
- LUMO: -3.52 eV

Entry 6:
The following is a quantum chemistry calculation of C23H32F3NO4 in the gas phase, from the OMol25 dataset.

Last column: natural (NBO) charge in e.
Positions of all 63 atoms, in Å:
C 0.8697 3.4888 -3.8581  -0.631
C 1.7082 2.4070 -3.2249  -0.073
O 1.0414 2.0620 -1.9632  -0.511
C 1.5111 0.9114 -1.4699  0.848
O 2.4868 0.4043 -2.0419  -0.620
C 0.6393 0.2299 -0.3567  -0.335
C 0.0311 1.3491 0.4704  0.832
O 0.3117 1.5486 1.6448  -0.667
O -0.8878 2.1268 -0.0858  -0.514
C -1.2355 3.2159 0.8813  -0.072
C -1.8721 4.3141 0.0742  -0.634
C 1.6882 -0.4466 0.5864  -0.144
C 2.2020 -1.7158 -0.0539  -0.443
C 3.2172 -2.4959 0.7773  -0.390
C 4.3973 -1.6175 1.1975  -0.402
C 3.9513 -0.3147 1.8824  -0.386
C 2.8853 0.4257 1.0072  -0.433
C -0.7766 -0.6021 -0.5391  0.010
C -1.4939 -1.3711 0.5707  0.066
C -2.3582 -2.5057 0.3439  -0.223
C -3.1060 -3.1174 1.3122  -0.199
C -2.8996 -2.6953 2.6260  -0.142
C -3.7145 -3.2710 3.7735  0.982
F -2.9494 -3.4257 4.9272  -0.334
F -4.7876 -2.4541 4.1098  -0.332
F -4.2449 -4.5116 3.4761  -0.331
C -1.9682 -1.7194 2.9574  -0.180
C -1.3488 -1.0399 1.9353  -0.245
N -1.6009 -0.3077 -1.6043  -0.489
C -0.9841 -0.1971 -2.9189  -0.409
C -3.0828 -0.4472 -1.6761  -0.387
H 1.3508 3.8546 -4.7791  0.220
H -0.1154 3.0699 -4.1249  0.212
H 0.7168 4.3462 -3.1815  0.219
H 1.7473 1.5079 -3.8517  0.202
H 2.7198 2.7340 -2.9642  0.198
H -1.9347 2.7975 1.6323  0.192
H -0.3134 3.5706 1.3744  0.211
H -2.4723 4.9784 0.7109  0.217
H -1.1173 4.9496 -0.4072  0.209
H -2.5137 3.8799 -0.6970  0.220
H 1.1388 -0.6999 1.4887  0.221
H 1.3884 -2.3985 -0.3121  0.203
H 2.6499 -1.4012 -1.0010  0.235
H 2.7118 -2.8629 1.6836  0.191
H 3.5572 -3.3617 0.1861  0.210
H 5.0306 -2.1833 1.8865  0.205
H 5.0057 -1.3512 0.3213  0.196
H 3.4993 -0.5325 2.8722  0.195
H 4.8195 0.3629 2.0092  0.212
H 3.3839 0.7517 0.0849  0.203
H 2.5201 1.3115 1.5423  0.238
H 0.1931 -1.0729 -0.9622  0.251
H -2.4037 -2.9572 -0.6746  0.219
H -3.8681 -3.9020 1.0834  0.243
H -1.7611 -1.4417 4.0016  0.239
H -0.7044 -0.1968 2.2131  0.247
H -1.7259 -0.4307 -3.7031  0.206
H -0.6008 0.8149 -3.0859  0.196
H -0.1540 -0.9234 -2.9417  0.188
H -3.4477 0.2285 -2.4491  0.201
H -3.3537 -1.4479 -1.9652  0.174
H -3.5764 -0.2220 -0.7506  0.213

Calculated values
- HOMO: -0.271 hartree
- SMILES: CCOC(=O)C(C(=O)OCC)(C1CCCCC1)[C@@H](c1ccc(C(F)(F)F)cc1)N(C)C
- Gap between HOMO and LUMO: 7.917 eV
- LUMO: 0.54 eV